1.
Entry from the Open Molecules 2025 dataset: a molecular structure, C52H139N9O17 in a non-equilibrium geometry (the ωB97M-V functional and the def2-TZVPD basis).

Orbital gap, eV: 7.491
E_tot, eV: -104330.9301
HOMO energy, hartree: -0.260
Energy above the lowest of the compared OMol25 structures with the same formula, charge and spin, kcal per mole: 1249.9
Charge: 0
LUMO energy, Eh: 0.015

Each line ends with the Mulliken charge.
Cartesian coordinates (Å):
C -5.4972 1.5126 1.4267  -1.123
C -4.8414 1.3263 0.0301  0.251
C -4.0814 2.5508 -0.5020  0.677
O -5.0407 3.5202 -0.9117  -0.609
C -4.5310 4.4432 -1.8787  -0.632
N -3.8208 0.3062 0.2195  -0.757
H -4.8618 1.1433 2.2317  -0.043
H -6.2605 0.7380 1.5005  0.446
H -5.7887 2.5443 1.6235  0.371
H -5.4646 0.8747 -0.7418  0.728
H -3.6071 2.2737 -1.4435  -0.790
H -3.2808 2.9229 0.1373  0.797
H -3.9234 5.2252 -1.4234  0.306
H -5.2593 5.1250 -2.3178  0.493
H -3.9998 3.9131 -2.6692  0.030
H -3.5519 -0.0706 -0.6782  -0.071
H -4.2580 -0.4095 0.7822  0.071
C -0.8449 -0.2621 -6.5032  -1.637
C -0.9220 0.9055 -5.5331  1.702
C 0.3970 1.6192 -5.2054  -0.354
O 1.4910 0.7257 -4.9477  -0.596
C 2.7401 1.3664 -4.7663  0.153
N -1.9075 1.8032 -6.0437  -0.662
H -0.3210 -1.0727 -5.9967  0.091
H -0.2473 0.0338 -7.3655  0.412
H -1.8115 -0.6908 -6.7680  0.366
H -1.2663 0.4378 -4.6107  -0.188
H 0.3297 2.3042 -4.3602  -0.522
H 0.6340 2.2720 -6.0456  0.568
H 3.5622 0.6535 -4.7016  -0.675
H 2.8353 2.0862 -3.9534  0.068
H 3.1618 1.8868 -5.6263  0.670
H -2.0735 2.5831 -5.4238  0.242
H -2.7848 1.3165 -6.1609  0.396
C -1.4046 0.6219 6.8846  -1.996
C -2.7202 0.3323 6.3196  0.612
C -3.0792 1.2719 5.1649  -0.051
O -4.4463 1.1086 4.6590  -0.179
C -5.4637 1.5269 5.5764  -1.147
N -2.7044 -1.1266 6.0918  -0.281
H -1.3771 1.6369 7.2810  0.427
H -0.6157 0.5860 6.1334  0.472
H -1.0723 -0.0416 7.6830  0.397
H -3.5153 0.4841 7.0496  0.405
H -2.4849 0.9252 4.3195  -0.473
H -2.9124 2.3156 5.4313  1.099
H -6.4245 1.6251 5.0712  0.290
H -5.2027 2.4556 6.0838  0.430
H -5.5842 0.8284 6.4045  0.334
H -2.9858 -1.4024 7.0218  0.479
H -3.4515 -1.4822 5.5126  0.782
C -3.4889 0.8420 -3.3507  -1.348
C -3.1954 -0.5315 -2.8389  -0.694
C -1.8230 -1.0637 -3.3602  0.282
O -1.6795 -2.4261 -3.1673  -0.457
C -0.5058 -2.9078 -3.8041  -0.739
N -3.2207 -0.6219 -1.4034  0.426
H -2.6292 1.5120 -3.3429  -0.386
H -4.2416 1.3326 -2.7336  0.946
H -3.8881 0.7418 -4.3600  0.512
H -4.0143 -1.1098 -3.2667  0.666
H -1.0523 -0.3201 -3.1572  -0.988
H -1.7746 -0.8946 -4.4360  1.920
H -0.3255 -3.9105 -3.4165  0.578
H 0.3718 -2.3310 -3.5121  -0.734
H -0.6004 -2.9620 -4.8886  0.640
H -2.4975 -0.1617 -0.8693  -0.574
H -3.0919 -1.5978 -1.1771  0.504
C 5.0191 -1.1116 -1.2840  -0.470
C 4.7757 -0.1345 -2.4805  1.039
C 5.6378 1.1531 -2.2584  -0.165
O 5.5057 2.0811 -3.3129  -0.522
C 4.3249 2.8780 -3.2051  0.830
N 5.1862 -0.7459 -3.7506  -0.322
H 6.0968 -1.2066 -1.1511  0.207
H 4.4449 -2.0140 -1.4935  -0.053
H 4.5625 -0.5556 -0.4652  0.080
H 3.7228 0.1476 -2.4860  0.510
H 6.7164 1.0262 -2.1650  0.716
H 5.4854 1.5783 -1.2664  -1.260
H 4.0177 3.3136 -4.1559  0.748
H 4.5297 3.7530 -2.5883  0.396
H 3.4436 2.3711 -2.8120  -2.556
H 4.9514 -1.7242 -3.8394  0.509
H 5.0843 -0.1971 -4.5923  0.457
C -0.7711 4.9563 -0.4630  -1.740
C -1.8190 3.9746 -0.7957  0.965
O -1.5162 3.3585 -2.0880  -0.422
H 0.2059 4.4846 -0.3572  0.837
H -0.9944 5.4540 0.4806  0.436
H -0.7993 5.7532 -1.2062  0.289
H -2.8516 4.2971 -0.6628  0.265
H -1.8241 3.1854 -0.0438  -0.592
H -0.9438 2.5904 -2.0250  -1.029
C -3.0445 -3.5030 3.2312  -0.692
C -3.1845 -2.9778 4.5424  0.935
O -4.4358 -3.3288 4.9833  -0.619
H -2.0248 -3.4261 2.8540  0.953
H -3.6430 -2.8930 2.5546  -0.222
H -3.4162 -4.5230 3.1335  0.486
H -3.0644 -1.8945 4.5402  -1.696
H -2.5770 -3.5276 5.2613  0.340
H -4.8550 -2.4692 5.0673  0.534
C -2.7244 3.7710 3.4896  -2.183
C -3.5432 3.0657 2.3683  0.218
O -2.7675 2.0927 1.7741  1.426
H -2.0125 4.5415 3.1938  0.311
H -2.1438 2.9336 3.8767  0.134
H -3.3742 4.1711 4.2680  0.474
H -3.9947 3.6835 1.5921  0.360
H -4.4411 2.5698 2.7370  0.214
H -3.3190 1.3867 1.4291  -1.414
C -0.1761 -2.9838 4.1136  -0.408
C 0.3155 -1.7111 4.8130  -0.860
O -0.4367 -1.3765 5.9481  -0.624
H -0.4816 -3.7631 4.8117  0.828
H 0.4834 -3.5166 3.4286  0.365
H -1.0239 -2.7555 3.4677  0.014
H 0.3491 -0.8854 4.1022  -0.045
H 1.3411 -1.7878 5.1740  0.629
H -1.2856 -1.0159 5.6818  0.444
C 0.1025 -6.2837 2.0669  -0.525
O 0.6875 -5.9799 0.8347  -0.263
C 2.1137 -6.2016 0.7526  -0.686
C 3.0955 -5.4861 1.6807  -0.752
N 2.6140 -4.1322 1.7900  -0.109
C 3.2051 -3.2439 0.8302  -0.179
C 2.9756 -1.7145 1.2024  -0.612
O 3.1274 -0.8617 0.0598  0.447
C 3.0709 0.5416 0.3957  -0.895
H -0.9469 -5.9938 2.0142  0.056
H 0.6372 -5.6489 2.7735  0.298
H 0.1909 -7.3535 2.2563  0.365
H 2.5018 -5.9625 -0.2375  0.256
H 2.3031 -7.2583 0.9413  0.531
H 4.1392 -5.5966 1.3866  0.425
H 2.9959 -5.9731 2.6508  0.388
H 1.6231 -3.9661 1.6873  -0.923
H 2.6156 -3.4984 -0.0505  0.001
H 4.2072 -3.5152 0.4980  0.621
H 3.5881 -1.3497 2.0269  0.881
H 1.9283 -1.5894 1.4773  -0.913
H 3.6686 0.8854 1.2398  1.204
H 2.0306 0.8115 0.5777  -0.130
H 3.3933 1.1607 -0.4415  0.098
C 1.7544 3.3406 -2.4458  -0.743
O 0.4604 2.7369 -2.4907  0.240
C 0.3777 1.4363 -2.9869  -0.117
C 0.5342 0.4732 -1.7859  0.042
N -0.5652 0.5020 -0.8468  2.300
C -0.2986 -0.1953 0.3760  0.355
C -1.6256 -0.3822 1.1418  -2.154
O -1.3636 -0.8642 2.4837  0.553
C -2.5544 -0.9459 3.1882  -0.581
H 1.6664 4.2301 -1.8220  0.245
H 2.1325 3.5628 -3.4437  0.660
H 2.4170 2.6745 -1.8931  1.692
H 1.0394 1.2547 -3.8338  -0.281
H -0.5898 1.2604 -3.4569  -0.308
H 1.4309 0.7206 -1.2178  0.276
H 0.4901 -0.5451 -2.1721  1.406
H -0.6938 1.4647 -0.5697  -0.049
H 0.2849 0.4130 1.0671  -0.263
H 0.2208 -1.1374 0.2005  -0.084
H -2.3431 -0.9672 0.5665  1.810
H -2.1368 0.5730 1.2613  1.235
H -2.4077 -1.6037 4.0448  -0.212
H -3.2995 -1.3692 2.5145  -0.710
H -2.9296 0.0077 3.5597  -1.046
C 6.0346 0.9532 1.8844  -1.176
O 5.0559 1.3388 0.9859  0.736
C 5.4955 2.5447 0.2348  -1.114
C 4.2513 3.0927 -0.5469  0.047
N 3.0917 3.6058 0.0808  -0.113
C 2.4921 2.6106 0.8908  -0.313
C 1.0313 3.0324 1.2891  -0.051
O 0.2933 1.9101 1.7558  -0.355
C -1.0009 2.1966 2.1909  -0.737
H 5.8533 -0.0614 2.2390  0.269
H 6.2617 1.5973 2.7339  0.273
H 7.0009 0.8075 1.4015  0.324
H 6.3093 2.4068 -0.4771  0.853
H 5.8256 3.3423 0.9004  0.577
H 3.9138 2.3385 -1.2577  -3.281
H 4.7293 3.7866 -1.2385  0.966
H 3.3183 4.4874 0.5183  0.456
H 3.2234 2.5468 1.6965  0.792
H 2.4611 1.6393 0.3971  0.523
H 0.5341 3.3789 0.3832  -1.507
H 1.1434 3.8919 1.9500  0.582
H -1.6385 2.4322 1.3389  -0.140
H -1.0137 2.9539 2.9748  0.354
H -1.4622 1.3542 2.7062  0.084
C -0.6732 -2.8780 1.8521  0.859
O 0.2896 -3.0268 0.8220  1.684
C -0.3975 -3.1243 -0.4653  -1.020
C 0.7328 -3.2964 -1.5541  -0.732
N 1.4712 -2.0189 -1.7162  1.477
C 2.7857 -2.0548 -2.3243  0.238
C 2.6275 -2.5339 -3.7605  -0.084
O 3.8023 -2.2733 -4.6153  -0.395
C 3.6513 -2.8721 -5.9395  -1.064
H -1.3536 -3.7240 1.9491  -0.276
H -1.3203 -2.0066 1.7517  0.022
H -0.1469 -2.7037 2.7906  -1.658
H -1.0223 -2.2762 -0.7455  -0.293
H -1.0699 -3.9746 -0.5792  0.954
H 0.2992 -3.7069 -2.4660  -0.504
H 1.3723 -4.0452 -1.0867  0.284
H 1.5915 -1.4356 -0.9004  -2.252
H 3.4212 -2.6499 -1.6685  0.691
H 3.2177 -1.0567 -2.2529  -2.548
H 1.8845 -1.9208 -4.2705  -0.084
H 2.3497 -3.5873 -3.7956  0.446
H 4.2859 -2.3711 -6.6704  0.333
H 2.6392 -2.8786 -6.3441  0.312
H 3.9749 -3.9084 -5.8416  0.325

---

2.
Entry from the Open Molecules 2025 dataset: a molecular structure, C52H29BaF5N11O2S in a non-equilibrium geometry (the ωB97M-V functional and the def2-TZVPD basis).

Orbital gap, eV: 5.507
E_tot, eV: -99998.6981
HOMO energy, hartree: -0.169
Energy above the lowest of the compared OMol25 structures with the same formula, charge and spin, kcal per mole: 1.1
Charge: -1
LUMO energy, Eh: 0.033

Each line ends with the Mulliken charge.
Cartesian coordinates (Å):
Ba 0.4482 0.3872 -0.8662  1.098
C -3.5216 3.6904 2.1208  -0.969
C -3.7180 4.7880 1.2805  -0.178
C -3.3679 4.6731 -0.0576  -1.128
C -2.8184 3.4183 -0.5196  0.227
N -2.6399 2.3792 0.3164  0.520
C -2.9784 2.5549 1.6088  -0.223
N -2.3346 3.3945 -1.7758  -0.414
C -1.9942 2.2812 -2.3967  0.152
N -0.8328 2.1485 -3.0557  -0.254
C -0.7250 0.8921 -3.5900  -1.090
N 0.3463 0.4292 -4.0480  -0.445
C 0.5665 -0.9678 -4.1309  -0.169
C 0.6981 -1.4865 -5.4105  -0.605
C 0.9012 -2.8828 -5.4930  -0.425
C 0.9848 -3.6587 -4.3157  -0.969
C 0.8622 -3.0083 -3.1038  -0.393
N 0.6312 -1.6920 -2.9908  1.195
C -2.0404 0.1401 -3.3230  1.903
C -2.4643 -1.1518 -3.5639  -0.340
C -3.7343 -1.5059 -3.1838  -1.088
C -4.5670 -0.5812 -2.6043  -0.502
C -4.1408 0.7036 -2.2952  -0.301
C -2.8284 1.0620 -2.6311  0.381
H -3.8534 3.7607 3.1844  0.372
H -4.0973 5.7206 1.6497  0.464
H -3.5016 5.4634 -0.8076  0.440
H -2.7813 1.6323 2.1442  0.367
H 0.5382 -0.8633 -6.2816  0.475
H 0.9476 -3.3174 -6.4847  0.380
H 1.2795 -4.6889 -4.3656  0.463
H 0.8591 -3.4835 -2.1192  0.204
H -1.8316 -1.8754 -3.9907  0.401
H -4.1495 -2.4863 -3.3794  0.407
H -5.5443 -0.9441 -2.2484  0.346
H -4.8691 1.3939 -1.8433  0.381
N -1.8241 -9.2802 3.9208  -0.574
C -1.5856 -8.3345 3.2945  -0.113
C -1.1465 -7.1497 2.5923  0.679
C -1.4603 -6.9075 1.2533  -0.806
C -1.0606 -5.7292 0.6610  0.064
C -0.4320 -4.7792 1.4437  -0.913
C -0.1286 -5.0112 2.7671  0.252
C -0.5001 -6.2037 3.3536  -0.940
C -0.1603 -3.4360 0.8764  1.778
C -1.2518 -2.5859 0.8823  -0.861
C -2.4676 -2.9016 1.5218  -0.884
C -3.3821 -1.9130 1.2155  -2.167
C -2.6711 -1.0190 0.3792  -0.097
N -1.3930 -1.3799 0.1726  1.267
C 1.1235 -3.1231 0.5741  -0.844
C 2.2359 -4.0518 0.6294  -0.866
C 3.3597 -3.3182 0.4025  -1.471
C 2.9153 -1.9957 0.1678  -0.564
N 1.6084 -1.8796 0.2695  1.201
H -2.0052 -7.6427 0.6817  0.436
H -1.3153 -5.4836 -0.3464  0.558
H 0.3373 -4.2325 3.3600  0.483
H -0.2681 -6.4291 4.3648  0.474
H -2.5816 -3.7297 2.2274  0.455
H -4.3787 -1.7209 1.5869  0.431
H -3.0428 -0.0877 -0.0990  0.485
H 2.1896 -5.1081 0.7719  0.593
H 4.3974 -3.6074 0.4103  0.484
H 3.5187 -1.1376 -0.0646  0.353
O -1.0197 7.0673 2.8151  -0.611
N -0.4795 6.2699 3.5814  1.027
O -0.1793 6.5758 4.7346  -0.652
C -0.0794 4.9322 3.1273  0.272
C 0.0755 3.9975 4.1010  -0.904
C 0.2326 2.5805 3.7656  1.441
C 0.2719 1.5224 4.6843  -0.668
C 0.4124 0.2618 4.2667  -1.356
C 0.4147 0.0095 2.8468  -0.263
N 0.3594 0.9695 1.9657  1.425
C 0.2922 2.2444 2.3742  -1.045
C 0.2616 3.3017 1.3476  -0.976
N 0.5109 2.9889 0.0837  0.839
C 0.6597 3.8841 -0.8592  -0.825
C 0.4549 5.2234 -0.5799  -1.361
C 0.1679 5.5784 0.6848  -0.901
C 0.0721 4.6420 1.7094  1.587
H -0.1245 4.3253 5.1144  0.499
H 0.1837 1.7791 5.7404  0.420
H 0.4397 -0.5206 4.9889  0.502
H 0.3737 -1.0145 2.5342  0.284
H 0.8970 3.5436 -1.8398  0.524
H 0.6256 5.9278 -1.3862  0.473
H 0.0408 6.6171 0.9030  0.535
F 8.5085 1.4547 -2.6567  -0.333
C 7.2944 1.6626 -2.1311  0.630
C 7.1350 2.6686 -1.1644  0.013
F 8.1548 3.4352 -0.8071  -0.307
C 5.9220 2.7285 -0.4910  0.279
F 5.7210 3.6408 0.4578  -0.313
C 4.8646 1.8459 -0.7750  0.293
S 3.2767 2.0320 -0.0072  -0.224
C 5.0444 0.9419 -1.8294  -0.133
F 4.0939 0.0261 -2.1244  -0.095
C 6.2418 0.8471 -2.5087  -0.349
F 6.5195 -0.1317 -3.3665  -0.300

---

3.
Entry from the Open Molecules 2025 dataset: a molecular structure, C52H36AsF15GeIrN3O2S3SbSe4 in a non-equilibrium geometry (the ωB97M-V functional and the def2-TZVPD basis).

Orbital gap (alpha / beta), eV: 4.683 / 4.681
E_tot, eV: -524450.4235
HOMO energy (alpha / beta), hartree: -0.167 / -0.167
Charge: -1
LUMO energy (alpha / beta), Eh: 0.005 / 0.005

Each line ends with the Mulliken charge.
Cartesian coordinates (Å):
Ir -0.7705 0.7604 -0.9636  1.599
O 3.3551 0.4987 0.6125  -0.595
C 3.8404 1.6018 -0.0135  0.392
C 5.2056 1.8486 0.0279  -0.614
C 5.7051 2.9832 -0.5743  -0.635
C 4.8565 3.8624 -1.2328  -0.942
C 3.5024 3.6130 -1.2880  -0.542
C 2.9781 2.4819 -0.6697  -0.192
C 1.5279 2.2569 -0.6914  0.689
O 0.9984 1.2276 -0.1052  1.646
N 0.8561 3.1904 -1.2883  -0.667
N -0.4934 3.0260 -1.4094  -0.246
C -1.1545 4.1270 -1.5553  -0.317
S -2.8677 4.2205 -1.6494  -0.010
C -2.8729 5.8899 -2.3549  -0.737
C -1.7763 6.6739 -1.6700  -0.552
S -0.2663 5.6399 -1.6042  -0.018
H 2.3828 0.5088 0.4051  -0.824
H 5.8397 1.1432 0.5427  0.524
H 6.7643 3.1869 -0.5278  0.395
H 5.2540 4.7497 -1.7010  0.431
H 2.8211 4.2839 -1.7916  0.465
H -3.8577 6.3047 -2.1559  0.438
H -2.7227 5.7857 -3.4316  0.312
H -2.0365 6.9285 -0.6396  0.217
H -1.5157 7.5802 -2.2135  0.429
Se -6.3018 -0.8939 -2.1428  -0.642
Sb -4.4117 0.4131 -2.7318  1.541
Se -5.1531 2.4291 -3.8712  -0.442
Se -4.8839 -0.2504 -5.0821  -0.313
Se -2.7863 0.5387 -1.1759  -0.911
F 1.0628 3.5883 1.5561  -0.631
C 1.7933 2.6806 2.2524  0.841
C 1.2046 1.4798 2.5620  0.766
C 1.9235 0.5682 3.2892  0.285
F 1.3605 -0.5931 3.6692  -0.374
C 3.2318 0.8297 3.6620  0.726
F 3.9199 -0.0800 4.3594  -0.406
C 3.8169 2.0422 3.3238  0.302
F 5.0768 2.2993 3.6833  -0.398
C 3.0884 2.9904 2.6177  0.523
F 3.6136 4.1802 2.3070  -0.429
Ge -0.7128 1.4300 2.1907  1.873
S -1.9663 0.8979 0.6797  -0.716
C -1.3825 0.2351 3.7155  -0.605
C -1.2705 -1.1340 3.5633  0.098
F -0.8654 -1.5906 2.3448  0.574
C -1.5575 -2.0580 4.5494  -0.031
F -1.4387 -3.3685 4.3223  -0.318
C -1.9644 -1.5724 5.7849  0.440
F -2.2271 -2.4161 6.7847  -0.323
C -2.1225 -0.2050 5.9697  0.155
F -2.5361 0.2652 7.1514  -0.318
C -1.8600 0.6778 4.9307  0.074
F -2.1275 1.9760 5.1464  -0.278
C -1.0430 3.2018 3.0529  -1.223
C -1.9003 4.1647 2.5710  -0.487
F -2.6516 3.8484 1.4984  -0.263
C -2.0110 5.4259 3.1351  0.060
F -2.8674 6.3260 2.6434  -0.351
C -1.1875 5.7389 4.2068  0.495
F -1.2297 6.9541 4.7589  -0.329
C -0.3148 4.7827 4.7117  0.405
F 0.4857 5.0799 5.7431  -0.341
C -0.2742 3.5196 4.1480  0.967
F 0.5034 2.5941 4.7452  -0.483
C -5.5431 -3.8665 -4.1177  -1.530
C -4.3174 -3.4839 -3.3824  0.159
C -4.2390 -3.5735 -1.9968  -1.079
C -3.1347 -3.0966 -1.3106  0.960
C -3.1748 -3.0391 0.1938  -1.653
C -2.0551 -2.5238 -2.0216  0.464
As -0.5174 -1.9523 -0.7881  1.057
N 0.3795 -0.8437 -1.8682  0.354
C 1.6151 -0.8162 -2.3941  0.502
C 2.0617 0.3780 -2.9930  -0.088
C 3.3113 0.4650 -3.5546  0.044
C 4.1441 -0.6450 -3.5627  -0.918
C 3.7083 -1.8417 -3.0093  -0.853
C 2.4675 -1.9371 -2.4245  -0.369
C 0.4795 -3.5482 -0.3659  -0.853
C 1.4965 -3.3168 0.5542  0.906
C 1.9319 -1.9321 0.8749  -0.556
C 2.2429 -4.3593 1.0794  -1.298
C 1.9933 -5.6614 0.6902  0.788
C 2.7898 -6.8010 1.2507  -1.563
C 1.0039 -5.8774 -0.2591  -0.996
C 0.2375 -4.8532 -0.7978  1.035
C -0.7603 -5.2089 -1.8536  -1.372
C -2.2042 -2.2770 -3.4003  -0.111
C -1.4198 -1.2418 -4.1502  -1.020
C -3.2867 -2.8474 -4.0610  -0.987
H -6.2690 -4.3120 -3.4529  0.374
H -5.3100 -4.5362 -4.9373  0.388
H -5.9731 -2.9525 -4.5363  0.246
H -5.1002 -3.9199 -1.4461  0.340
H -4.1564 -3.3301 0.5578  0.508
H -3.0064 -1.9974 0.5199  0.099
H -2.4003 -3.6570 0.6640  0.281
H 1.3909 1.2327 -3.0371  -0.308
H 3.6281 1.3952 -4.0043  0.417
H 5.1202 -0.5818 -4.0198  0.366
H 4.3418 -2.7181 -3.0397  0.430
H 2.1278 -2.8832 -2.0171  0.523
H 2.5852 -1.5819 0.0702  0.507
H 2.5024 -1.8762 1.7982  0.681
H 1.0877 -1.2386 0.9689  -1.228
H 3.0340 -4.1361 1.7855  0.447
H 3.5134 -6.4429 1.9817  0.379
H 3.3257 -7.3211 0.4555  0.333
H 2.1323 -7.5239 1.7338  0.339
H 0.8225 -6.8859 -0.6053  0.422
H -0.5586 -6.2097 -2.2289  0.491
H -0.7163 -4.5160 -2.6936  0.216
H -1.7773 -5.1950 -1.4623  0.177
H -1.5050 -0.2923 -3.5692  -0.235
H -1.8650 -1.0751 -5.1338  0.452
H -0.3557 -1.4648 -4.2464  0.164
H -3.4212 -2.6524 -5.1186  1.008